[1]
41
Properties=species:S:1:pos:R:3 method="wB97M-V/def2-TZVPD" orbital_gap_ha=0.27495 total_energy_ha=-1258.39217 homo_energy_ev=-7.7 relative_energy_kj_mol=1766.0
C 6.25638 2.36747 0.16164
H 6.57039 2.24772 -0.99505
O 5.02096 2.16324 0.34413
C 4.45583 0.78502 0.07635
C 3.08940 0.41573 0.26260
C 2.41352 -0.73163 0.24150
C 3.14090 -1.80282 -0.18599
C 4.53520 -1.42384 -0.78220
C 5.10201 -0.19004 -0.53770
H 6.23231 -0.12297 -0.70594
H 5.08469 -2.04784 -1.06151
H 2.68929 -2.54509 -0.63383
N 1.14544 -0.93232 0.43457
C 0.22568 -1.65660 0.44870
N -0.99252 -1.48798 0.89339
C -2.25167 -2.26138 0.87910
H -2.75515 -2.39253 1.71184
C -2.98036 -1.67049 -0.34603
N -3.08408 -0.09515 -0.25009
C -4.38784 0.07671 0.76445
C -4.51212 1.51896 0.86335
H -5.48607 1.83025 1.68562
O -4.56539 2.40062 -0.16817
C -3.51168 2.09993 -0.88170
H -3.60466 2.82108 -2.19497
C -3.23663 0.59132 -1.42249
H -2.41761 0.23381 -2.02649
H -4.16922 0.42126 -2.02473
H -2.60740 2.34378 -0.43760
H -3.54801 1.79949 1.60337
H -4.24424 -0.41411 1.53075
H -5.31273 -0.32717 0.01314
H -3.84152 -2.13869 -0.58569
H -2.33511 -1.83502 -1.33703
H -1.92435 -3.32003 0.51827
H -1.13760 -0.30008 1.27592
S 0.47801 -3.17668 -0.53127
H 0.77886 0.10676 1.27190
H 2.48250 1.45565 0.85594
H 6.23331 3.53557 0.46131
H 6.97132 1.65812 0.81063


[2]
330
Properties=species:S:1:pos:R:3 method="wB97M-V/def2-TZVPD" orbital_gap_ha=0.29385 smiles="CC1(C)CCCC(C)(C)N1O.CC1(C)CCCC(C)(C)N1O.CC1(C)CCCC(C)(C)N1O.CC1(C)CCCC(C)(C)N1O.CC1(C)CCCC(C)(C)N1O.CC1(C)CCCC(C)(C)N1O.CC1(C)CCCC(C)(C)N1O.CC1(C)CCCC(C)(C)N1O.CC1(C)CCCC(C)(C)N1O.CC1(C)CCCC(C)(C)N1O.CCOS(C)(=O)=O.CCOS(C)(=O)=O" total_energy_ha=-6328.45484 homo_energy_ev=-7.8 relative_energy_kj_mol=247.3
O -0.97024 -2.35967 6.65223
S -0.32986 -1.34718 5.80158
O -1.00187 -0.21420 5.16649
O 1.00031 -0.70721 6.57343
C 1.59924 -1.50282 7.52817
C 3.09092 -1.00762 7.86344
C 0.49796 -2.25670 4.47190
H 1.81673 -2.51384 7.18375
H 0.95795 -1.56679 8.40724
H 3.73957 -1.18905 7.00644
H 3.35687 -1.71686 8.64724
H 3.16760 -0.00446 8.28284
H 0.71963 -3.24325 4.87895
H 1.50253 -1.84771 4.36394
H -0.08900 -2.14677 3.56003
O 0.87768 -5.75481 2.23419
S 1.56405 -7.00412 2.01268
O 3.03633 -7.13142 2.02819
O 1.01815 -8.06365 3.16911
C -0.34004 -8.12514 3.39092
C -0.68949 -7.39408 4.66674
C 0.86018 -7.84896 0.46624
H -0.59510 -9.18226 3.46539
H -1.02191 -7.77433 2.61627
H -1.73774 -7.54880 4.92236
H -0.36920 -6.35232 4.68286
H -0.16685 -7.98096 5.42207
H -0.13100 -8.24312 0.69053
H 1.59616 -8.62533 0.25724
H 0.79390 -7.13573 -0.35535
C -3.78923 -4.27311 0.97824
C -3.84630 -3.93183 2.52115
C -4.29029 -2.47600 2.71525
C -5.00996 -2.06406 4.00703
C -6.08206 -3.12602 4.33491
C -5.53126 -4.57534 4.38254
N -4.86077 -4.84459 3.10093
O -4.53714 -6.17854 2.94785
C -4.58654 -4.74266 5.62599
C -6.71927 -5.53217 4.44475
C -2.43092 -4.11858 3.08297
H -4.77035 -4.41729 0.52579
H -3.30790 -5.24667 0.88560
H -3.27779 -3.50305 0.40071
H -3.35698 -1.91299 2.72114
H -4.86233 -2.12908 1.85472
H -5.51052 -1.11003 3.84160
H -4.29610 -1.91045 4.81629
H -6.94898 -3.00224 3.68589
H -6.43371 -2.82310 5.32116
H -5.07567 -4.58522 6.58727
H -4.17180 -5.73838 5.78301
H -3.74971 -4.05333 5.73841
H -7.34721 -5.38787 5.32393
H -7.37412 -5.35939 3.59069
H -6.44991 -6.58728 4.39693
H -1.73632 -4.05340 2.24549
H -2.15277 -5.15516 3.27331
H -2.01134 -3.46108 3.84437
H -5.17478 -6.41407 2.26996
C -7.61838 2.59777 3.37983
C -6.87802 3.29772 2.25956
C -5.40486 3.18036 2.60459
C -4.84490 1.89473 2.26084
C -5.01562 1.49084 0.77498
C -6.51192 1.50878 0.39054
N -7.20308 2.72564 0.89724
O -8.50560 2.81646 0.57177
C -6.61836 1.48493 -1.12329
C -7.01488 0.17259 0.94101
C -7.17182 4.83686 2.24666
H -8.68895 2.75632 3.25007
H -7.38539 3.07532 4.33154
H -7.59787 1.51822 3.52901
H -4.79998 3.93346 2.09957
H -5.31641 3.25972 3.68809
H -5.19723 1.03909 2.83691
H -3.78902 1.83978 2.52578
H -4.65254 0.46312 0.78268
H -4.43624 2.07870 0.06305
H -6.34454 0.57658 -1.65998
H -7.65312 1.69268 -1.39570
H -5.99013 2.22261 -1.62254
H -8.06569 0.09950 0.66074
H -6.46053 -0.63330 0.46005
H -7.05988 0.12231 2.02892
H -6.72255 5.17224 3.18143
H -8.24501 5.02682 2.26313
H -6.73810 5.30585 1.36346
H -8.54290 3.63792 0.07638
C 1.55567 1.72456 -0.21381
C 1.15569 0.94539 1.13091
C -0.34490 1.32332 1.57426
C -1.38135 0.71896 0.68219
C -1.23913 -0.80744 0.59365
C 0.20916 -1.36619 0.20360
N 1.18495 -0.53418 0.90308
O 2.45665 -0.98079 0.73344
C 0.35660 -2.82129 0.68814
C 0.39858 -1.28752 -1.33619
C 2.13135 1.26143 2.28202
H 1.18339 1.34276 -1.16446
H 2.63220 1.56237 -0.26744
H 1.37552 2.79180 -0.08479
H -0.51569 0.90978 2.56820
H -0.51787 2.39855 1.52871
H -1.25548 1.18925 -0.29305
H -2.38393 0.81215 1.09963
H -2.00083 -1.19913 -0.08052
H -1.48522 -1.19266 1.58317
H 0.42203 -2.84522 1.77591
H -0.56022 -3.34870 0.42475
H 1.14381 -3.47536 0.31320
H 1.42924 -1.57599 -1.54260
H -0.24449 -2.01370 -1.83341
H 0.21788 -0.30396 -1.76986
H 3.16419 1.22156 1.93597
H 2.14570 0.57316 3.12711
H 1.88415 2.26076 2.64026
H 2.62506 -1.46592 1.54454
C 3.47477 0.95076 -8.09174
C 4.65589 0.98602 -7.08336
C 4.86370 2.39635 -6.43630
C 4.06807 2.72354 -5.15016
C 4.15349 1.61198 -4.14995
C 3.70949 0.24132 -4.68723
N 4.47992 -0.01780 -5.96647
O 4.34278 -1.36074 -6.31857
C 4.11962 -0.76959 -3.62528
C 2.22492 0.30042 -4.96157
C 5.86904 0.65145 -8.00088
H 3.23001 -0.04706 -8.45580
H 3.53490 1.68639 -8.89382
H 2.63203 1.19707 -7.44581
H 5.91226 2.61002 -6.22901
H 4.49719 3.25484 -6.99913
H 3.03457 2.90947 -5.44238
H 4.49577 3.65461 -4.77828
H 3.44726 1.87069 -3.36102
H 5.15029 1.45403 -3.73820
H 3.62352 -0.61954 -2.66639
H 3.89791 -1.83649 -3.65094
H 5.20190 -0.69308 -3.52077
H 1.74222 0.24208 -3.98602
H 1.82896 1.16288 -5.49774
H 1.90145 -0.63772 -5.41252
H 5.81726 -0.37519 -8.36342
H 6.78275 0.75594 -7.41581
H 5.85168 1.22516 -8.92752
H 5.23968 -1.62988 -6.10707
C -4.85605 -2.13955 -2.32301
C -3.70531 -2.27877 -3.37101
C -2.58043 -3.22849 -2.84071
C -2.85540 -4.77989 -2.97325
C -3.31768 -5.10510 -4.41862
C -4.55058 -4.24018 -4.86000
N -4.10295 -2.82599 -4.72348
O -5.04618 -1.93693 -5.28902
C -4.56996 -4.50348 -6.45358
C -5.90480 -4.62726 -4.17632
C -3.05514 -0.94391 -3.53243
H -4.77595 -1.29011 -1.64468
H -4.95220 -3.03274 -1.70571
H -5.79397 -1.91308 -2.83009
H -1.63607 -3.00180 -3.33557
H -2.36998 -3.04053 -1.78786
H -3.63019 -5.10292 -2.27794
H -1.94585 -5.27761 -2.63694
H -3.43690 -6.18845 -4.43401
H -2.45585 -4.97003 -5.07215
H -4.62292 -5.57175 -6.66356
H -5.45441 -4.06516 -6.91586
H -3.68292 -4.13424 -6.96829
H -6.11766 -5.68871 -4.30326
H -5.83910 -4.55463 -3.09073
H -6.74930 -4.10776 -4.62913
H -2.61466 -0.58225 -2.60329
H -3.73864 -0.14177 -3.81081
H -2.19860 -0.94455 -4.20655
H -4.45580 -1.52901 -5.92672
C 0.22225 4.75156 4.62950
C -0.17882 3.95204 5.91915
C -0.17955 4.91498 7.09135
C -0.85503 4.48997 8.34431
C -2.27626 4.20656 7.92643
C -2.38855 3.15301 6.81985
N -1.56223 3.42356 5.70689
O -1.68637 2.46257 4.67507
C -2.08161 1.85501 7.54332
C -3.87559 3.34717 6.32628
C 0.83830 2.85062 6.19940
H 0.30987 4.16696 3.71370
H 1.20829 5.21255 4.68713
H -0.47173 5.50975 4.26671
H 0.80068 5.32696 7.33118
H -0.58683 5.84129 6.68618
H -0.78146 5.34853 9.01181
H -0.26666 3.70654 8.82197
H -2.63434 5.17571 7.57913
H -2.86826 3.91469 8.79386
H -2.70639 1.54314 8.38027
H -2.16736 1.02598 6.84086
H -1.03201 1.71885 7.80389
H -4.06480 4.37605 6.02019
H -4.11119 2.72254 5.46463
H -4.63908 3.15323 7.07965
H 0.69329 2.31380 7.13689
H 1.86508 3.21495 6.23238
H 0.89277 2.10537 5.40584
H -1.44123 1.64548 5.11537
C -3.32447 7.74298 -2.88278
C -2.34131 6.74636 -2.25956
C -2.45643 6.95812 -0.76426
C -1.94668 5.84389 0.14960
C -2.57571 4.50308 -0.35411
C -2.29809 4.16996 -1.84904
N -2.74226 5.37367 -2.59465
O -2.72424 5.14655 -3.93964
C -0.75602 3.86515 -2.16178
C -3.12205 2.91995 -2.22969
C -0.88997 7.21181 -2.59936
H -3.22247 7.86906 -3.96065
H -3.07525 8.77357 -2.63002
H -4.32790 7.51874 -2.52093
H -1.92209 7.88525 -0.55686
H -3.52440 7.06102 -0.57202
H -2.25772 6.03834 1.17602
H -0.85693 5.82049 0.14822
H -3.62311 4.47013 -0.05418
H -2.22235 3.67219 0.25652
H -0.50026 4.36824 -3.09429
H -0.06819 4.32941 -1.45506
H -0.45264 2.82503 -2.28099
H -4.17514 3.06728 -1.99012
H -3.14467 2.58249 -3.26589
H -2.82834 2.08843 -1.58906
H -0.64647 8.22675 -2.28521
H -0.79588 7.07103 -3.67613
H -0.17104 6.53370 -2.13957
H -1.86465 4.75568 -4.11263
C 5.83898 8.43575 -1.44557
C 4.70737 7.46181 -1.50763
C 5.29567 6.15095 -2.17426
C 4.47063 4.89100 -1.96944
C 4.09803 4.67538 -0.49934
C 3.53100 5.94249 0.20721
N 4.21207 7.18566 -0.13356
O 3.70181 8.27716 0.52417
C 2.00885 6.00993 -0.01469
C 3.83577 5.68209 1.72221
C 3.64535 7.83009 -2.43598
H 6.60345 7.99526 -0.80552
H 5.45281 9.35226 -0.99950
H 6.35590 8.67098 -2.37593
H 5.55410 6.29375 -3.22351
H 6.23758 5.90034 -1.68632
H 5.11310 4.04350 -2.20833
H 3.61283 4.93150 -2.64074
H 5.00229 4.31451 -0.00925
H 3.48643 3.77367 -0.46809
H 1.53067 6.96444 0.20519
H 1.89456 5.87393 -1.09012
H 1.39620 5.28747 0.52459
H 4.91114 5.71631 1.89687
H 3.63451 6.54492 2.35713
H 3.29405 4.90629 2.26330
H 3.26151 8.70043 -1.90375
H 2.75473 7.20254 -2.46881
H 3.87295 8.22644 -3.42553
H 4.48787 8.61357 0.96068
C 6.95897 1.32344 -1.03495
C 6.61611 0.70684 0.33221
C 5.61390 -0.46487 0.11594
C 6.26014 -1.71846 -0.57048
C 7.45533 -2.08327 0.31547
C 8.48386 -0.99799 0.64571
N 7.76803 0.22550 1.08736
O 8.64968 1.23242 1.48122
C 9.35230 -1.50545 1.77709
C 9.28784 -0.84896 -0.56127
C 5.80358 1.71800 1.19606
H 6.15453 1.92961 -1.45152
H 7.30484 0.70277 -1.86154
H 7.75656 2.01546 -0.76467
H 5.27994 -0.85399 1.07779
H 4.70406 -0.08804 -0.35127
H 6.58193 -1.43369 -1.57220
H 5.69062 -2.64292 -0.66597
H 8.02383 -2.82169 -0.24990
H 7.06405 -2.49352 1.24644
H 9.77111 -2.50358 1.64883
H 10.22528 -0.86141 1.88297
H 8.78797 -1.45630 2.70834
H 10.11113 -1.56173 -0.51361
H 8.78057 -0.86742 -1.52587
H 9.80184 0.11138 -0.52070
H 5.58918 1.46112 2.23344
H 4.89701 2.13261 0.75523
H 6.36381 2.64612 1.30933
H 8.79595 1.02410 2.40686
C 3.23185 -5.85322 -2.46685
C 2.09500 -5.65558 -3.55569
C 2.79702 -4.90201 -4.71710
C 2.05383 -4.78519 -6.00585
C 1.71168 -6.28555 -6.42037
C 0.95128 -7.17725 -5.34474
N 1.61499 -6.97639 -4.00927
O 1.15410 -7.87245 -3.03118
C -0.54720 -6.93506 -5.44053
C 1.24765 -8.67022 -5.81582
C 1.02875 -4.70656 -3.01552
H 4.00363 -6.51649 -2.85741
H 2.86403 -6.29998 -1.54315
H 3.63535 -4.87763 -2.19573
H 2.87097 -3.88039 -4.34438
H 3.86449 -5.11210 -4.78404
H 2.61025 -4.17792 -6.71980
H 1.13838 -4.23243 -5.79492
H 2.60517 -6.75491 -6.83205
H 1.03462 -6.22054 -7.27211
H -1.16776 -7.82479 -5.33381
H -0.83417 -6.33861 -4.57451
H -0.80886 -6.55379 -6.42758
H 0.96712 -8.68643 -6.86897
H 2.30846 -8.86550 -5.65881
H 0.56086 -9.29779 -5.24785
H 1.45173 -3.84840 -2.49327
H 0.36515 -5.29722 -2.38396
H 0.29304 -4.42399 -3.76851
H 1.94605 -8.38126 -2.84269


[3]
83
Properties=species:S:1:pos:R:3 method="wB97M-V/def2-TZVPD" orbital_gap_ha="0.27218 / 0.24048" total_energy_ha=-5902.70971 charge=+2 s_squared=3.769 homo_energy_ev="-13.9 / -13.9" relative_energy_kj_mol=0.0 spin_multiplicity=4
C 1.74704 3.75468 -0.16177
C 0.76384 2.99668 -0.85487
C 0.85484 3.00348 -2.27407
C 1.89004 3.70988 -2.89077
N 2.83454 4.40838 -2.23257
C 2.73314 4.42418 -0.88887
C -0.21946 2.22898 -0.17337
C -1.30366 1.82718 0.37593
C -2.65626 2.11588 0.77783
C -3.45656 1.11498 1.37573
C -4.77256 1.37168 1.77243
C -5.30506 2.65318 1.57123
C -4.53756 3.67158 0.97973
C -3.22476 3.40088 0.58753
Co -0.02566 0.11258 0.50023
P 2.17874 -0.42812 -0.09407
H 0.12164 2.45118 -2.87027
H 1.73264 3.79558 0.93163
H 1.96714 3.70948 -3.98767
H 3.49714 5.00748 -0.35507
H -2.61996 4.18788 0.12643
H -3.01086 0.12618 1.51913
H -4.96916 4.66538 0.83053
H -5.38066 0.58818 2.23333
C 2.76694 -2.17292 0.26623
C 3.91734 -2.77232 -0.55267
H 1.86154 -2.79762 0.15843
H 3.00414 -2.18622 1.34693
H 4.10724 -3.81562 -0.24057
H 3.67484 -2.79052 -1.62917
H 4.85594 -2.20942 -0.42747
C 2.49334 -0.18062 -1.92507
C 3.88154 0.23668 -2.42477
H 1.75864 0.59098 -2.21377
H 2.16154 -1.11552 -2.41207
H 3.85434 0.38598 -3.51957
H 4.19614 1.19448 -1.97777
H 4.65434 -0.51942 -2.20937
C 3.41864 0.68908 0.75223
C 4.88784 0.26898 0.88213
H 2.99044 0.85908 1.75443
H 3.32404 1.65688 0.22633
H 5.45404 1.04348 1.43093
H 4.98954 -0.67352 1.44813
H 5.37474 0.13348 -0.09627
Br -7.09906 3.02228 2.10903
P -1.40476 -1.28542 -0.87537
C -0.48946 -2.36632 -2.10997
C -1.16396 -3.59072 -2.74267
H 0.41644 -2.69052 -1.56677
H -0.13286 -1.66712 -2.88937
H -0.45356 -4.11402 -3.40907
H -1.48396 -4.31472 -1.97357
H -2.04666 -3.32002 -3.34297
C -2.55826 -2.49192 -0.00637
C -3.86896 -2.93342 -0.67027
H -2.78746 -2.00712 0.95853
H -1.92536 -3.36272 0.25173
H -4.43396 -3.60102 0.00643
H -4.51496 -2.06552 -0.88827
H -3.70236 -3.47822 -1.61297
C -2.54266 -0.22952 -1.92867
C -3.06386 -0.74172 -3.27647
H -1.97156 0.70478 -2.07877
H -3.37896 0.05238 -1.26257
H -3.67166 0.04018 -3.76777
H -2.23546 -0.99002 -3.96267
H -3.69736 -1.63722 -3.17077
C 1.28384 -1.90202 3.78093
C 0.24144 -1.56322 2.71123
O 0.33704 -0.21792 2.29323
C 0.09034 0.82838 3.22083
C -1.13036 0.63508 4.12573
H 2.30524 -1.67192 3.41873
H 1.22184 -2.98132 4.03273
H 1.10694 -1.31882 4.70703
H 0.42444 -2.21122 1.83483
H -0.78516 -1.80072 3.05983
H 0.99924 0.98348 3.84143
H -0.04476 1.77048 2.65683
H -1.00656 -0.24312 4.79003
H -1.25056 1.53118 4.76973
H -2.04796 0.50648 3.53093